w.
# C3H4NO

The ion C3H4NO with charge +1 (the ωB97M-V functional and the def2-TZVPD basis, OMol25).

Each line ends with the Mulliken charge.
Cartesian coordinates (Å):
C  -0.159  -1.040  -0.083  0.040
C  -1.525  0.847  -0.130  0.008
C  1.135  -0.302  -0.057  0.125
N  1.237  0.931  -0.096  -0.436
O  -1.167  -0.294  -0.054  -0.094
H  -0.241  -2.099  -0.271  0.419
H  0.406  1.552  -0.151  0.200
H  -2.150  1.475  0.480  0.367
H  2.016  -0.936  -0.025  0.371

Its total charge is +1. The value obtained for the molar mass is 70.071 g/mol.

***

x.
# C3H4NO

A cluster of 2 separate species, C3H4NO in total (the ωB97M-V functional and the def2-TZVPD basis, OMol25).

Each line ends with the Mulliken charge.
Cartesian coordinates (Å):
C  -1.159  0.966  0.545  -0.738
C  1.324  -1.498  -0.956  0.140
C  -0.985  -0.244  0.177  0.706
N  2.001  -0.645  -0.661  -0.016
O  -0.514  -1.270  -0.134  -0.420
H  -1.615  1.717  -0.085  0.301
H  -0.897  1.066  1.623  0.267
H  1.015  -2.527  -1.319  0.366
H  2.609  0.175  -0.462  0.393

Its total charge is +1. The value obtained for the molar mass is 70.071 g/mol.

***

Of them, w has the lowest stability.

***

w.
# C5H13NO2

A cluster of 2 separate species, C5H13NO2 in total (the ωB97M-V functional and the def2-TZVPD basis, OMol25).

Each line ends with the Löwdin spin population.
Cartesian coordinates (Å):
C  -2.400  -0.771  -0.531  0.093
N  -1.556  0.401  -0.535  0.588
C  -0.157  0.197  -0.205  0.005
C  0.347  -1.212  0.157  0.004
C  1.900  -1.162  -0.033  0.003
C  -0.004  -1.453  1.663  -0.006
O  0.496  1.191  -0.048  0.227
H  -3.278  -0.626  -1.244  0.032
H  -2.887  -0.856  0.442  0.043
H  -1.888  -1.672  -0.882  0.002
H  -1.798  1.351  -0.255  0.009
H  -0.105  -2.109  -0.480  0.000
H  2.375  -1.431  0.886  0.000
H  2.351  -1.773  -0.815  0.000
H  2.150  -0.084  -0.166  0.000
H  -0.380  -2.528  1.627  -0.001
H  -0.849  -0.831  1.910  0.000
H  0.683  -1.493  2.502  -0.001
H  1.547  4.195  -1.614  0.000
H  1.408  5.690  -1.118  0.000
O  2.044  4.977  -1.263  0.000

Its multiplicity is 2. The expectation value of S² is 0.770. Its total charge is +1. The value obtained for the molar mass is 119.164 g/mol.

***

x.
# C5H13NO2

The ion C5H13NO2 with charge +1 (the ωB97M-V functional and the def2-TZVPD basis, OMol25).

Each line ends with the Löwdin spin population.
Cartesian coordinates (Å):
C  -1.272  1.690  0.002  0.032
C  -0.300  0.521  0.197  0.121
C  -1.311  -0.950  0.079  0.165
C  -0.410  -2.028  -0.451  0.019
O  -1.988  -1.222  1.230  0.120
N  0.833  0.531  -0.703  0.398
C  2.086  0.371  -0.028  0.022
O  2.241  1.638  0.735  0.063
H  -1.348  2.381  0.811  0.008
H  -2.241  1.268  -0.195  0.000
H  -0.777  2.290  -0.834  0.000
H  -0.072  0.330  1.237  0.005
H  -2.046  -0.618  -0.721  0.016
H  0.779  -1.975  -0.233  0.003
H  -0.385  -2.065  -1.511  0.006
H  -0.683  -3.043  -0.098  0.001
H  -1.639  -2.020  1.681  0.002
H  0.918  0.440  -1.729  0.009
H  2.129  -0.276  0.827  0.010
H  2.990  0.261  -0.603  0.000
H  2.493  2.477  0.307  0.000

Its multiplicity is 2. The expectation value of S² is 0.759. Its total charge is +1. The value obtained for the molar mass is 119.164 g/mol.

***

y.
# C5H13NO2

A cluster of 3 separate species, C5H13NO2 in total (the ωB97M-V functional and the def2-TZVPD basis, OMol25).

Each line ends with the Löwdin spin population.
Cartesian coordinates (Å):
N  0.891  -0.635  -1.906  0.214
C  -0.375  0.116  -1.476  0.150
C  -0.522  0.728  -0.303  0.179
C  -1.737  1.509  -0.328  0.124
C  -1.865  2.862  -0.328  0.221
C  -3.174  3.501  -0.465  0.048
H  0.811  -1.015  -2.909  0.001
H  1.621  -0.072  -1.912  0.009
H  -1.235  -0.029  -2.247  0.003
H  -0.005  0.956  0.601  0.003
H  -2.637  0.952  -0.383  0.006
H  -0.999  3.607  -0.122  0.003
H  -3.558  3.445  -1.584  0.023
H  -4.032  3.049  0.153  0.013
H  -3.198  4.655  -0.279  0.002
H  2.010  -1.768  2.747  0.000
H  3.164  -2.617  2.276  0.000
O  2.865  -1.731  2.381  0.000
H  3.443  -6.131  2.483  0.000
H  4.329  -5.776  1.334  0.000
O  4.203  -5.606  2.268  0.000

Its multiplicity is 2. The expectation value of S² is 0.770. Its total charge is +1. The value obtained for the molar mass is 119.164 g/mol.

***

Of them, y has the lowest stability.

***

w.
# H2NOP

An isolated molecule of H2NOP (the ωB97M-V functional and the def2-TZVPD basis, OMol25).

Each line ends with the Mulliken charge.
Cartesian coordinates (Å):
N  0.184  -1.390  -0.068  -0.537
O  2.767  0.112  -0.020  -0.505
P  1.271  -0.147  0.049  0.686
H  0.757  1.209  -0.169  0.094
H  -0.698  -0.907  -0.263  0.263

Its total charge is 0. The value obtained for the molar mass is 62.996 g/mol.

***

x.
# H2NOP

An isolated molecule of H2NOP (the ωB97M-V functional and the def2-TZVPD basis, OMol25).

Each line ends with the Mulliken charge.
Cartesian coordinates (Å):
N  0.697  0.164  0.094  -0.382
P  -0.818  0.856  0.060  0.452
O  -1.845  -0.896  0.040  -0.630
H  0.629  -0.793  0.205  0.286
H  1.337  0.669  -0.399  0.274

Its total charge is 0. The SMILES is NP=O. The value obtained for the molar mass is 62.996 g/mol.

***

Of them, x has the lowest stability.